This record from OMol25 describes C4H4N2S3 in the gas phase. The level of theory is ωB97M-V/def2-TZVPD.

Output
Orbital gap (alpha / beta): 8.4014 / 5.0253 eV
ΔE to the lowest compared entry with this formula, charge and spin: 51.8 kcal/mol
Strongest force on any atom: 2.8 eV Å⁻¹
HOMO energy (alpha / beta): -0.310 / -0.245 hartree

```
! RIJCOSX wB97M-V def2-TZVPD def2/J DEFGRID3
* xyz 0 1
C -0.278 0.540 -0.407
C 0.799 1.437 -0.050
C -0.374 -0.673 0.115
C 1.904 0.776 0.507
N 0.655 -1.156 0.916
N 1.835 -0.508 0.955
S 3.473 1.598 0.570
S 4.744 -1.546 -0.094
S 4.675 0.304 -0.654
H -1.110 0.730 -1.050
H 0.682 2.417 -0.378
H -1.174 -1.327 -0.245
H 0.418 -1.936 1.476
*
```